The following is a DFT calculation (wB97M-V/def2-TZVPD) of C30H51BrMgN4P2 as an isolated structure.

Structure (XYZ):
```
89
Properties=species:S:1:pos:R:3:forces:R:3:mulliken_charge:R:1
C -5.401 -2.403 -1.984 0.32 -0.51 0.09 -0.23
C -4.153 -2.560 -2.632 -0.73 -0.74 -0.21 0.28
C -4.067 -3.440 -3.737 0.06 -0.28 0.34 -0.29
C -5.163 -4.264 -4.012 0.09 0.72 -0.06 -0.46
N -6.304 -4.158 -3.339 -0.25 -0.44 0.32 -0.50
C -6.436 -3.272 -2.353 0.26 0.53 -0.37 -0.53
C -2.974 -1.949 -2.086 2.58 3.67 -0.93 0.09
C -1.943 -1.325 -1.732 -3.06 0.24 -1.50 -0.07
C -0.860 -0.589 -1.105 0.88 0.00 1.16 0.17
C -0.504 0.735 -1.439 -0.60 -0.42 0.50 -0.18
C 0.574 1.358 -0.810 0.48 -0.22 0.65 -1.17
C 1.488 0.600 -0.046 -1.59 -0.55 -0.54 -0.60
C 1.122 -0.686 0.381 -1.11 0.33 -0.56 -1.01
C -0.119 -1.191 -0.031 0.23 -0.52 -0.04 -0.01
Mg -2.071 -3.003 -0.547 -0.94 -1.06 3.49 0.48
P 1.035 2.844 -3.270 -0.31 0.09 -0.95 0.39
H -3.164 -3.528 -4.350 -0.22 0.09 0.41 0.55
H -5.555 -1.664 -1.191 0.18 -0.34 -0.23 0.49
H -5.122 -5.019 -4.808 -0.04 0.41 0.30 0.40
H -7.404 -3.226 -1.845 0.33 -0.03 -0.25 0.40
H -0.507 -2.075 0.539 0.73 0.78 -0.67 -0.17
H -1.145 1.303 -2.112 0.38 -0.14 -0.03 0.99
H 1.767 -1.255 1.038 -0.12 0.08 0.14 0.61
H 0.764 2.426 -0.975 -0.17 -0.92 0.19 1.32
C 2.725 3.552 -3.049 0.04 -0.03 0.27 -0.41
C 3.742 3.279 -4.155 0.18 0.19 0.01 -1.24
H 3.079 3.116 -2.098 0.05 0.25 -0.32 0.15
H 2.606 4.632 -2.874 0.10 -0.28 -0.02 0.55
H 4.727 3.641 -3.835 -0.16 -0.10 -0.17 0.41
H 3.830 2.206 -4.365 0.02 0.27 0.00 0.29
H 3.478 3.800 -5.084 0.07 -0.18 0.19 0.27
C 1.098 1.892 -4.853 0.43 0.25 -0.01 -0.65
C -0.250 1.261 -5.219 0.16 0.02 -0.14 -1.05
H 1.851 1.100 -4.698 -0.22 0.25 -0.22 0.36
H 1.467 2.564 -5.649 -0.16 -0.50 0.13 0.41
H -0.143 0.738 -6.179 -0.20 0.09 0.22 0.41
H -0.561 0.524 -4.463 0.03 0.18 -0.15 0.06
H -1.045 2.014 -5.324 0.22 -0.25 0.00 0.31
C -0.009 4.276 -3.743 0.20 0.13 -0.01 -0.75
C 0.551 5.180 -4.831 -0.25 0.34 -0.19 -1.14
H -0.165 4.843 -2.815 -0.09 -0.04 -0.21 0.40
H -0.985 3.866 -4.038 0.12 0.14 0.12 0.44
H -0.159 5.993 -5.020 0.20 -0.06 -0.09 0.41
H 1.501 5.637 -4.536 -0.13 -0.10 -0.05 0.26
H 0.703 4.650 -5.777 -0.02 0.07 0.16 0.27
Br 3.138 1.261 0.393 0.76 0.47 0.34 -0.11
P -0.270 -4.114 -1.417 1.47 -1.22 -1.04 1.05
C 0.536 -3.282 -2.835 -0.33 0.63 -0.31 0.35
C 1.991 -3.532 -3.237 0.08 0.05 -0.21 -1.76
H 0.417 -2.199 -2.649 0.05 -0.37 -0.15 -0.05
H -0.131 -3.523 -3.679 0.19 0.15 0.14 0.39
H 2.200 -2.900 -4.109 -0.04 -0.23 0.12 0.46
H 2.696 -3.230 -2.456 -0.25 0.04 -0.32 0.40
H 2.179 -4.578 -3.512 0.00 0.29 0.09 0.41
C 0.990 -4.702 -0.231 -0.03 -0.19 0.54 -0.30
C 2.350 -5.252 -0.665 0.23 -0.18 0.06 -1.25
H 0.475 -5.463 0.383 0.14 0.33 -0.03 0.50
H 1.176 -3.828 0.428 -0.26 -0.38 -0.29 0.17
H 2.972 -5.316 0.237 -0.14 -0.20 -0.26 0.41
H 2.263 -6.252 -1.106 0.07 0.24 0.07 0.30
H 2.876 -4.598 -1.363 -0.19 -0.40 0.39 0.19
C -1.392 -5.386 -2.145 0.06 -0.68 -0.03 -0.09
C -0.878 -6.572 -2.990 -0.25 0.04 0.21 -1.40
H -2.129 -4.831 -2.761 0.43 0.01 0.28 -0.19
H -1.995 -5.762 -1.294 0.28 -0.08 -0.19 0.43
H -1.738 -7.236 -3.145 0.32 0.00 -0.08 0.43
H -0.534 -6.245 -3.978 0.06 -0.02 0.26 0.31
H -0.086 -7.148 -2.492 -0.24 0.26 -0.14 0.34
C -3.522 0.398 0.731 -0.07 -0.08 -0.29 -0.83
N -2.928 -0.146 1.949 0.15 -1.01 -0.04 0.27
C -2.877 0.797 3.042 -0.08 0.72 0.57 -1.30
C -2.601 -1.461 2.096 0.39 0.50 -0.09 0.21
N -2.969 -2.411 1.222 -0.66 -0.07 -1.00 -0.82
N -1.802 -1.851 3.130 -0.31 0.16 -0.75 0.28
C -0.748 -1.007 3.674 0.42 0.38 0.42 -1.27
C -1.661 -3.284 3.362 -0.36 -0.18 0.10 -0.90
H -3.529 1.486 0.850 -0.07 -0.31 -0.21 0.42
H -4.555 0.061 0.573 0.11 0.07 0.12 0.27
H -2.934 0.169 -0.162 -0.17 0.00 0.36 0.10
H -3.152 0.337 3.993 0.05 0.03 -0.14 0.40
H -1.897 1.280 3.125 -0.15 -0.10 0.06 0.36
H -3.594 1.590 2.821 0.01 -0.19 0.28 0.49
H -3.878 -2.207 0.778 0.33 0.35 0.54 0.42
H -1.138 -0.282 4.395 0.25 -0.17 -0.20 0.38
H -0.043 -1.641 4.221 -0.17 0.08 -0.21 0.39
H -0.184 -0.483 2.886 -0.29 -0.10 0.21 0.43
H -2.651 -3.744 3.317 0.25 -0.06 0.03 0.33
H -1.021 -3.760 2.611 0.06 -0.02 0.10 0.26
H -1.237 -3.437 4.355 -0.05 0.02 -0.15 0.42
```
Positions in Å, forces in eV/Å.

Results
Net charge: +2
Kohn-Sham gap in eV: 5.34
LUMO energy in eV: -6.498
HOMO energy in eV: -11.8427
Total energy in hartree: -4848.9412
ΔE to the lowest compared entry with this formula, charge and spin in kJ/mol: 0.0